# 1
Formula: C3H7N3O2
Source: the OMol25 dataset
Level of theory: wB97M-V/def2-TZVPD

Relative energy (zero: lowest compared OMol25 entry of this formula, charge and spin) ... 74.1 kcal per mole
Energy ... -433.2047 Eh
SMILES ... C[C@H]1NN1N.O=C=O
M ... 117.1 g/mol
Orbital gap ... 10.4 eV
Highest occupied orbital energy ... -0.35337 Eh

```
15
Properties=species:S:1:pos:R:3:forces:R:3
C 1.996919 0.318925 -0.423156 -0.417 0.095 0.141
N -0.519261 0.130255 0.141764 -0.417 -0.405 -0.118
C -2.620401 -0.946315 -0.565406 -0.296 0.569 -0.064
N -0.569881 1.485655 0.441664 0.469 0.560 0.053
C 0.717509 -0.460945 -0.255386 0.404 -0.016 -0.522
O -2.173271 -1.983155 -0.392576 0.889 -2.213 0.282
N 0.236399 -0.713225 1.071564 0.429 0.263 0.902
O -3.175851 0.035975 -0.757386 -0.910 1.468 -0.323
H -0.230451 -1.607445 1.182364 -0.181 0.003 -0.318
H -1.423921 1.666345 0.955384 0.056 -0.101 -0.060
H 0.226749 1.802985 0.994714 -0.188 -0.190 0.023
H 0.588039 -1.246245 -0.999576 -0.067 0.035 0.036
H 2.109039 1.053475 0.372924 0.089 -0.009 -0.049
H 2.840389 -0.364375 -0.378976 0.093 -0.049 -0.012
H 1.997999 0.828085 -1.387916 0.048 -0.009 0.030
```
Positions in Å, forces in eV/Å.

=====

# 2
Formula: C8H33AgN14O12
Source: the OMol25 dataset
Level of theory: wB97M-V/def2-TZVPD

Relative energy (zero: lowest compared OMol25 entry of this formula, charge and spin) ... 0.0 kcal per mole
Energy ... -2141.0794 Eh
Charge ... +1
Multiplicity ... 2
⟨S²⟩ ... 0.7580
M ... 625.3 g/mol
Orbital gap (spin up / spin down) ... 7.9 / 4.2 eV
Highest occupied orbital energy (spin up / spin down) ... -0.42762 / -0.42760 Eh

```
68
Properties=species:S:1:pos:R:3:forces:R:3
Ag -4.424163 6.812324 -11.575596 -0.191 0.001 0.228
O -7.290810 10.489769 -12.620842 0.824 -2.285 0.231
C -6.200720 10.108789 -11.973851 -0.508 0.122 -0.821
O -5.933716 8.890967 -11.723046 -0.070 0.909 0.017
O -5.361852 10.922078 -11.576786 0.241 -0.399 0.420
H -7.615025 9.580546 -12.918420 -0.822 0.908 -0.201
O -4.349638 7.882930 -9.415611 0.196 0.011 -0.318
H -3.987338 7.651077 -8.551680 -0.011 -0.126 -0.060
H -4.198301 8.833965 -9.499303 -0.140 0.002 0.082
O -5.894014 6.205552 -13.188568 0.144 -0.146 0.400
H -6.454687 6.933276 -13.507563 0.015 0.252 -0.587
H -6.332249 5.397950 -13.472409 0.126 -0.099 0.115
C -1.650593 11.184691 -13.138418 -0.246 -0.881 -0.062
O -2.372408 10.544435 -13.907054 0.478 0.348 0.139
N -0.295141 11.260946 -13.266406 -0.665 0.107 0.039
N -2.215692 11.781415 -12.042209 0.094 0.005 -0.130
H 0.110017 10.816763 -14.068705 0.139 0.138 -0.039
H 0.247212 11.832493 -12.648291 0.221 -0.001 -0.121
H -1.681977 12.152870 -11.277584 0.061 -0.074 0.012
H -3.116679 11.378073 -11.858706 -0.096 0.324 0.263
C -5.173126 11.435365 -8.012816 0.158 -0.719 0.220
O -4.806085 11.405572 -6.851939 -0.147 0.428 -0.558
N -6.259922 10.668613 -8.433951 0.383 0.248 0.063
N -4.514767 12.075062 -9.032004 -0.191 -0.539 0.592
H -6.474243 10.581055 -9.406059 -0.266 0.202 -0.050
H -6.972051 10.491586 -7.751069 0.036 -0.115 0.074
H -3.647565 12.516076 -8.789228 -0.061 0.254 -0.149
H -4.921059 12.112685 -9.948714 0.243 0.398 0.080
C -7.670268 12.311191 -16.474118 1.486 0.220 0.767
O -6.832976 11.643731 -17.057855 -0.394 -0.217 -0.375
N -8.286858 13.419213 -16.985771 -0.004 -0.877 0.718
N -7.920200 12.113978 -15.117869 -1.013 0.766 -0.821
H -9.075601 13.757875 -16.468156 -0.145 0.452 -0.457
H -7.943819 13.827353 -17.832244 -0.242 -0.030 -0.148
H -8.234222 12.940036 -14.638194 0.185 -0.155 0.445
H -7.504463 11.366783 -14.601094 0.290 0.029 -0.254
C -5.552407 14.337556 -13.318473 0.855 -0.371 0.617
O -6.118100 14.630537 -12.274392 -0.205 -0.029 -0.559
N -5.426053 15.181358 -14.391248 0.133 0.695 -0.283
N -4.892372 13.136907 -13.430659 -0.052 -0.933 -0.104
H -4.729200 14.994696 -15.095185 -0.035 -0.432 0.066
H -5.395808 16.160326 -14.143654 -0.438 -0.072 0.150
H -5.151498 12.415593 -12.780579 -0.099 0.525 0.235
H -4.464870 12.704802 -14.236395 -0.111 0.723 -0.414
C -6.989973 8.044462 -16.083300 0.256 -0.316 0.232
O -6.918599 8.086866 -14.836477 -0.251 0.492 -0.196
N -8.144344 7.785022 -16.740240 0.093 -0.009 -0.126
N -5.888130 8.163082 -16.868147 -0.867 -0.215 1.047
H -8.191932 7.960311 -17.729167 -0.121 0.078 0.045
H -9.006913 7.815415 -16.233963 -0.124 0.004 0.211
H -5.105787 8.581323 -16.399429 0.366 -0.025 -0.529
H -5.984957 7.999176 -17.849872 0.524 0.389 -0.196
C -11.421939 10.544663 -14.890074 -0.241 -0.825 0.142
O -11.545697 11.189682 -15.915756 0.077 0.175 0.262
N -12.182128 9.412973 -14.653447 0.555 0.867 -0.524
N -10.529924 10.853476 -13.895846 -0.570 0.270 -0.448
H -12.846036 9.245954 -15.388694 -0.155 -0.442 0.314
H -12.082026 8.863138 -13.822334 -0.291 -0.119 -0.076
H -10.285792 10.163136 -13.207250 0.248 0.185 0.062
H -9.971446 11.656009 -14.137894 0.353 -0.388 0.347
C -9.485375 8.623401 -10.723985 0.318 -0.491 -0.493
O -9.225347 8.255279 -11.878503 -0.176 0.462 0.361
N -10.084440 7.801870 -9.814065 0.441 0.671 -0.475
N -9.170808 9.884146 -10.276970 -0.428 -0.985 0.277
H -10.326091 6.875483 -10.110132 -0.051 -0.067 0.105
H -10.261858 8.124916 -8.882217 -0.244 -0.230 0.071
H -9.074502 9.957978 -9.279911 0.103 0.645 -0.036
H -8.627176 10.440398 -10.907408 0.028 0.304 0.157
```
Positions in Å, forces in eV/Å.

=====

# 3
Formula: C14H23ClNO4
Source: the OMol25 dataset
Level of theory: wB97M-V/def2-TZVPD

Relative energy (zero: lowest compared OMol25 entry of this formula, charge and spin) ... 323.6 kcal per mole
Energy ... -1362.4169 Eh
Charge ... +1
M ... 304.8 g/mol
Orbital gap ... 8.6 eV
Highest occupied orbital energy ... -0.40689 Eh

```
43
Properties=species:S:1:pos:R:3:forces:R:3
C 4.780825 -1.067679 -2.903034 1.523 0.700 0.812
C 3.306341 -1.229683 -2.474386 3.049 -4.100 -2.798
C 2.614726 -0.522899 -1.514555 9.886 0.114 -4.459
C 1.467105 -0.772929 -1.151390 -3.222 -0.144 1.055
C 0.860786 -1.622797 -1.820517 -7.255 -13.087 -7.179
C 1.453392 -2.589968 -2.801113 -0.933 1.488 0.407
C 2.827624 -2.412269 -3.109723 -4.618 1.947 0.742
Cl 3.354421 -3.154026 -4.569714 0.786 -0.168 0.338
H 0.798638 -3.305513 -3.436500 1.125 1.225 1.587
H -0.243866 -1.988298 -1.467315 2.614 1.323 -1.002
O 0.680169 -0.269557 -0.321397 -0.976 7.447 8.101
C 1.496198 0.689289 0.494243 -0.666 -5.182 7.857
C 0.696617 1.262814 1.851562 -5.411 -11.399 -8.262
O 0.004727 -0.117006 2.485866 1.178 4.016 -0.363
H 0.798746 -0.580583 2.573791 1.717 -1.946 0.603
C -0.571917 1.772012 1.407201 0.084 8.681 0.051
N -1.661023 1.017701 1.143261 -4.347 -4.716 -3.906
C -1.942725 0.815951 -0.391294 -8.755 0.693 4.198
H -1.198959 0.790415 -0.932641 8.297 -0.403 -4.301
H -2.503535 1.654886 -0.768665 -0.182 1.059 0.400
C -2.848566 -0.307193 -0.843154 -0.915 -4.567 0.652
O -2.404667 -1.617053 0.053917 1.879 5.795 -0.823
H -2.866165 -2.341607 -0.229856 -2.008 -2.842 -1.337
H -3.919157 -0.351377 -0.555058 0.708 1.092 -0.117
H -2.892342 -0.495380 -2.040710 0.923 0.449 2.924
H -1.510630 0.059796 1.351053 0.760 -1.695 0.867
C -2.874346 1.352924 1.859794 -2.877 -9.044 0.639
H -3.914159 0.499024 1.417634 3.593 2.235 1.210
H -3.263247 2.161584 1.534533 -2.196 6.129 -1.717
C -2.810148 1.173553 3.371867 -0.599 2.334 -2.771
H -3.906317 1.012520 3.672141 1.960 0.159 0.329
O -2.272811 2.526297 3.651058 -1.460 -2.021 5.805
H -2.371304 2.446462 4.713188 0.819 1.350 -3.375
H -2.047912 0.432831 3.578025 -0.388 -0.468 0.704
H -0.911479 2.532451 2.199696 0.534 -1.039 -1.094
H -0.584230 2.414267 0.473010 1.295 -0.046 1.047
H 1.118506 1.854632 2.429579 4.536 4.784 5.573
H 2.409230 -0.051594 1.220483 -2.237 2.335 -3.025
H 1.843425 1.564374 0.137398 1.606 2.345 -2.460
H 3.341228 0.028037 -1.159189 2.648 3.880 2.729
H 5.258852 -0.271650 -2.218833 -0.351 -0.782 -1.819
H 4.896928 -1.033611 -4.023440 -0.481 1.477 0.982
H 5.511021 -1.959147 -2.886816 -1.642 0.595 1.195
```
Positions in Å, forces in eV/Å.

=====

# 4
Formula: CH5NS
Source: the OMol25 dataset
Level of theory: wB97M-V/def2-TZVPD

Relative energy (zero: lowest compared OMol25 entry of this formula, charge and spin) ... 66.6 kcal per mole
Energy ... -493.9037 Eh
M ... 63.1 g/mol
Orbital gap (spin up / spin down) ... 7.5 / 7.5 eV
Highest occupied orbital energy (spin up / spin down) ... -0.33571 / -0.33569 Eh

```
8
Properties=species:S:1:pos:R:3:forces:R:3
C -0.991627 -0.142007 0.181255 2.984 -0.391 3.184
N -0.070817 0.905856 -0.083810 3.038 0.487 0.064
S 2.329683 0.285320 -0.370541 -2.449 -0.023 0.624
H -1.376300 -0.546657 -0.667592 -0.956 -2.062 -2.117
H -0.527516 -0.801140 1.020260 -0.544 0.230 -1.944
H -1.756691 0.213109 0.805994 -1.432 1.266 0.619
H 0.095132 1.042733 -1.075019 -0.478 -0.007 -0.206
H 2.298134 -0.957215 0.189450 -0.164 0.500 -0.225
```
Positions in Å, forces in eV/Å.

=====

# 5
Formula: C24H46IN2O4
Source: the OMol25 dataset
Level of theory: wB97M-V/def2-TZVPD

Energy ... -1649.9286 Eh
Charge ... +1
SMILES ... [H]/N=C\C[C@@H]1C(COCOCCO)=[N+](CCC)[C@](CCCOC)([C@H](C)CC)[C@H]1CCCI
M ... 553.5 g/mol
Orbital gap ... 8.5 eV
Highest occupied orbital energy ... -0.43568 Eh

```
77
Properties=species:S:1:pos:R:3:forces:R:3
C -1.980435 -3.143215 0.149189 -0.160 -0.067 0.044
C -0.969332 -3.690517 -0.865241 0.062 -0.034 0.035
C 0.294168 -2.848227 -1.145407 0.253 -0.197 -0.182
N 0.197913 -1.378270 -1.062845 -0.325 0.397 -0.005
C -0.426430 -0.614771 -1.896529 0.293 -0.474 0.124
C -1.274430 -1.160903 -3.024682 0.200 0.004 -0.164
O -2.553320 -1.549437 -2.583973 -0.088 0.139 0.215
C -3.455294 -0.478046 -2.417325 -0.266 0.028 -0.302
O -3.202946 0.245079 -1.244143 -0.165 -0.627 0.371
C -4.317336 0.395141 -0.351623 -0.104 -0.165 0.028
C -3.824561 0.747617 1.053058 0.000 -0.153 -0.140
O -4.655211 1.795259 1.518589 0.139 0.000 -0.119
C -0.108194 0.816181 -1.640314 0.216 0.236 -0.016
C -1.061509 1.887186 -2.170525 -0.131 0.435 0.055
C -0.892322 2.145587 -3.655152 0.273 0.100 -0.250
N 0.102173 2.696139 -4.216993 -0.339 -0.195 0.162
C 0.222414 0.770425 -0.131451 0.033 0.160 -0.137
C 0.830654 2.078864 0.407763 0.011 0.208 0.077
C -0.033161 2.846683 1.428587 0.223 0.138 -0.095
C -1.451805 3.195477 0.982146 -0.028 -0.130 0.148
I -1.561901 5.076034 -0.010759 -0.009 0.061 -0.129
C 1.028551 -0.564783 -0.036077 -0.297 -0.203 -0.004
C 2.440394 -0.545338 -0.694828 -0.016 -0.046 -0.236
C 3.519979 0.489685 -0.357606 0.161 0.057 0.021
C 4.094316 0.483988 1.056129 0.006 -0.168 0.023
O 5.010914 1.546982 1.166957 -0.006 0.144 -0.138
C 4.845586 2.360431 2.309981 0.014 0.022 0.109
C 0.901368 -1.309164 1.339353 0.025 0.130 0.089
C 0.662151 -0.362279 2.525631 -0.213 -0.037 0.013
C 2.037996 -2.282242 1.719349 -0.037 -0.007 0.080
C 1.538845 -3.402465 2.643716 0.105 -0.006 0.151
H -1.924571 -3.683679 1.098198 0.036 0.168 -0.070
H -1.840447 -2.079907 0.347892 -0.077 0.024 -0.029
H -2.997032 -3.259132 -0.235470 0.143 -0.002 0.080
H -1.470411 -3.912252 -1.808077 0.022 0.137 0.040
H -0.580237 -4.644470 -0.491843 -0.101 0.075 -0.209
H 1.088600 -3.135324 -0.459786 -0.126 0.132 -0.035
H 0.663690 -3.075745 -2.152009 -0.034 -0.035 0.171
H -0.789950 -2.048490 -3.444831 -0.090 0.096 0.065
H -1.344180 -0.408349 -3.818882 0.031 -0.072 0.097
H -3.362109 0.199535 -3.280307 -0.011 -0.073 0.097
H -4.457134 -0.921327 -2.411932 0.196 0.047 0.082
H -4.892121 -0.537838 -0.349517 -0.004 0.146 0.031
H -4.955043 1.211908 -0.702560 0.004 -0.064 0.062
H -3.875757 -0.124497 1.716905 -0.013 0.060 -0.075
H -2.772737 1.060676 0.987617 -0.296 -0.185 0.054
H -4.411051 2.032824 2.416513 -0.036 -0.046 0.118
H 0.855365 0.988036 -2.157849 -0.139 -0.073 0.024
H -2.104051 1.657421 -1.931425 0.481 0.161 -0.081
H -0.824551 2.831860 -1.661760 0.042 -0.186 -0.122
H -1.710282 1.831168 -4.315226 0.109 0.066 0.079
H 0.810855 2.993818 -3.539827 -0.023 -0.036 0.026
H -0.737665 0.607107 0.372181 0.082 -0.191 0.058
H 1.792045 1.896395 0.887983 -0.086 -0.021 -0.046
H 1.048790 2.759278 -0.429337 -0.032 -0.168 0.111
H 0.508311 3.774713 1.648628 -0.137 -0.172 0.118
H -0.084995 2.298281 2.374296 -0.027 -0.067 -0.139
H -2.137168 3.279631 1.827288 0.157 0.058 -0.115
H -1.874942 2.458235 0.297924 0.153 0.322 0.016
H 2.273969 -0.436899 -1.775108 0.071 -0.082 0.171
H 2.866948 -1.545231 -0.572668 -0.038 0.142 -0.060
H 3.202611 1.505264 -0.615630 -0.020 -0.155 0.109
H 4.358496 0.274188 -1.032261 -0.137 0.062 0.070
H 4.622004 -0.464792 1.239996 -0.139 0.081 0.014
H 3.312700 0.570619 1.821869 0.008 0.035 -0.077
H 5.080704 1.814631 3.233291 -0.031 0.059 -0.087
H 3.818248 2.747812 2.376265 0.085 -0.032 0.010
H 5.529564 3.205529 2.211202 -0.075 -0.151 0.011
H -0.005564 -1.918365 1.264312 0.060 0.090 -0.051
H 1.359204 0.474589 2.540160 0.037 -0.071 0.049
H 0.783421 -0.915879 3.461062 0.003 0.096 -0.121
H -0.354293 0.044043 2.532333 0.141 -0.023 -0.045
H 2.831598 -1.719472 2.225335 -0.054 -0.085 -0.220
H 2.475520 -2.757741 0.840390 0.173 0.116 0.143
H 0.694438 -3.077319 3.259330 0.069 -0.082 -0.079
H 1.235319 -4.283699 2.070004 -0.111 0.136 0.070
H 2.325830 -3.726537 3.330937 -0.096 0.010 -0.139
```
Positions in Å, forces in eV/Å.

=====

Q: Look up the M of the third one.
A: 304.8 g/mol